1.
{
  "formula": "C5H8OS2",
  "method": "ωB97M-V/def2-TZVPD",
  "symbols": ["C", "C", "S", "C", "S", "C", "C", "O", "H", "H", "H", "H", "H", "H", "H", "H"],
  "xyz": [[0.045, -0.823, 1.236], [-0.529, -0.245, -0.051], [-1.353, 1.272, 0.420], [0.300, 2.241, 0.160], [1.631, 0.957, -0.373], [0.409, 0.047, -1.133], [-0.450, -1.149, -1.111], [-0.075, -2.437, -0.832], [0.292, -0.051, 2.012], [1.007, -1.408, 1.201], [-0.762, -1.459, 1.503], [0.089, 3.045, -0.626], [0.564, 2.896, 1.104], [0.000, 0.631, -1.904], [-1.307, -1.123, -1.846], [0.138, -2.393, 0.239]],
  "forces_ev_per_angstrom": [[1.7464, 0.7265, 0.7466], [-0.7904, 2.3478, 3.8584], [0.3632, 0.8465, -0.6236], [-0.3033, 1.4095, 0.7449], [1.1825, 2.0780, 0.8007], [0.9278, 0.5042, -1.2885], [-2.1289, -3.3877, -2.4412], [0.6742, -0.3468, 3.7992], [-0.6817, -0.7826, -0.7838], [-0.7195, 0.4594, -0.3628], [-0.6906, -0.6925, 1.2868], [0.4278, -1.4727, 0.6739], [-0.2151, -1.8067, -1.6029], [-0.6513, 0.8836, -0.8627], [1.4693, 0.0479, 0.3226], [-0.6104, -0.8144, -4.2677]],
  "smiles": "C[C@@]12SCS[C@H]1[C@H]2O",
  "charge": 0,
  "e_homo_ev": -8.67,
  "energy_ha": -1066.77202,
  "orbital_gap_ev": 9.29
}

***

2.
{
  "formula": "C5H8OS2",
  "method": "ωB97M-V/def2-TZVPD",
  "symbols": ["C", "C", "O", "C", "C", "S", "C", "S", "H", "H", "H", "H", "H", "H", "H", "H"],
  "xyz": [[-2.570, -0.673, -0.236], [-1.076, -0.651, -0.524], [-0.359, -1.858, -0.305], [0.526, -1.581, 0.839], [0.917, -0.133, 0.693], [2.234, 0.140, -0.481], [-0.385, 0.449, 0.140], [-0.780, 2.041, 0.161], [-2.923, 0.324, -0.463], [-3.109, -1.367, -0.870], [-2.784, -0.914, 0.833], [-0.789, -0.384, -1.518], [1.296, -2.383, 0.854], [-0.137, -1.614, 1.759], [1.074, 0.406, 1.669], [2.497, 1.436, -0.173]],
  "forces_ev_per_angstrom": [[0.1151, -0.3116, 0.2988], [-0.5670, -0.4900, -0.2471], [0.7354, 0.2967, 1.4378], [-1.4259, -1.0908, 0.2357], [-0.7134, 1.3052, 1.3379], [0.8205, 0.2537, -0.3010], [1.0263, 1.7891, 0.8544], [0.1623, -1.2240, 0.1355], [-0.2681, 0.2243, 0.1346], [0.0618, -0.2395, -0.0650], [0.2717, 0.2013, -0.7597], [-0.7528, 0.0378, -1.4872], [-0.4158, 0.8345, 0.0702], [0.8994, -0.3298, -0.6728], [0.3223, -0.8186, -0.9143], [-0.2719, -0.4384, -0.0577]],
  "smiles": "C[C@@H]1OC[C@@H](S)C1=S",
  "charge": 0,
  "e_homo_ev": -8.84,
  "energy_ha": -1066.88269,
  "orbital_gap_ev": 8.39
}

***

3.
{
  "formula": "C5H8P2",
  "method": "ωB97M-V/def2-TZVPD",
  "symbols": ["C", "C", "C", "C", "C", "P", "P", "H", "H", "H", "H", "H", "H", "H", "H"],
  "xyz": [[2.073, 0.891, 0.274], [0.730, 0.415, 0.338], [0.228, -0.808, 0.620], [-1.066, -1.475, 0.384], [-2.117, -1.311, -0.476], [-2.737, -0.103, -1.661], [-0.699, 1.183, -0.801], [2.462, 0.701, -0.663], [2.723, 0.417, 1.087], [2.003, 2.002, 0.391], [0.977, -1.510, 0.978], [-1.065, -2.429, 0.864], [-2.713, -2.211, -0.438], [0.234, 2.249, -1.253], [-1.034, 1.989, 0.357]],
  "forces_ev_per_angstrom": [[0.9472, 1.6227, 2.8774], [-5.2241, -2.3082, -2.4165], [0.9036, -0.1381, -0.1031], [0.4446, 0.4221, -0.3011], [0.4274, 0.5780, 0.0291], [2.2145, 0.2133, 1.2113], [1.8838, 1.8128, 2.2749], [1.1825, -0.4104, -2.0018], [-0.7873, 0.7488, -1.0847], [0.7405, -0.7345, 0.1800], [-0.0916, -0.1527, 0.6298], [-0.0981, -0.4793, 0.4107], [-0.6109, -0.0700, -0.3004], [-1.2604, -0.8679, -0.4259], [-0.6715, -0.2367, -0.9798]],
  "smiles": "CC1=CC=CP=[PH2]1",
  "charge": 0,
  "e_homo_ev": -6.94,
  "energy_ha": -877.85279,
  "orbital_gap_ev": 6.44
}

***

4.
{
  "formula": "C5H8S",
  "method": "ωB97M-V/def2-TZVPD",
  "symbols": ["C", "C", "C", "C", "C", "S", "H", "H", "H", "H", "H", "H", "H", "H"],
  "xyz": [[-1.433, -0.982, -1.131], [-0.402, 0.185, -1.408], [-0.444, 0.882, -0.065], [0.430, 0.495, 0.985], [1.257, -0.129, 2.055], [2.822, 0.493, 2.582], [-1.218, -1.503, -0.261], [-1.387, -1.784, -1.960], [-2.413, -0.571, -1.000], [0.653, -0.176, -1.673], [-0.690, 0.838, -2.293], [-0.935, 1.747, -0.015], [0.685, -0.876, 2.533], [3.075, 1.381, 1.650]],
  "forces_ev_per_angstrom": [[1.0471, -0.3939, -3.8096], [0.2450, -0.9705, -0.2288], [6.5534, -3.7319, 2.7643], [0.5842, -1.2209, 1.0786], [-3.9067, 4.3995, -6.2332], [-0.2162, -1.1537, 0.9499], [0.7887, -0.7418, 1.7471], [-0.4734, 1.3625, 0.9829], [-0.6827, 0.1625, -0.2825], [-1.5425, 0.1912, 0.6215], [-0.0070, -0.6839, 1.3345], [-2.2950, 3.1843, 0.7544], [0.1659, -0.8041, 1.0592], [-0.2607, 0.4007, -0.7383]],
  "smiles": "CCC=C=CS",
  "charge": 0,
  "e_homo_ev": -8.19,
  "energy_ha": -593.35919,
  "orbital_gap_ev": 9.00
}

***

5.
{
  "formula": "C5H8S",
  "method": "ωB97M-V/def2-TZVPD",
  "symbols": ["C", "C", "C", "C", "C", "S", "H", "H", "H", "H", "H", "H", "H", "H"],
  "xyz": [[1.021, -0.952, -0.826], [-0.301, -0.382, -1.108], [-0.691, -0.097, 0.447], [-0.974, 1.125, 1.294], [0.443, 0.764, 0.671], [1.886, -0.223, 0.653], [1.711, -0.927, -1.720], [0.889, -2.045, -0.657], [-0.213, 0.489, -1.670], [-0.962, -1.141, -1.476], [-0.629, -0.974, 1.062], [-1.475, 2.069, 0.990], [-1.290, 0.876, 2.414], [0.585, 1.417, -0.074]],
  "forces_ev_per_angstrom": [[3.1174, -3.1624, -1.6702], [-2.3156, -0.9909, 3.2873], [-0.6025, 0.8252, -2.7007], [-0.0303, -0.6802, 2.3200], [-1.0322, 0.7028, 4.7374], [0.3176, -0.3948, 0.1966], [-0.6073, 0.2073, 0.8903], [0.2507, 0.6170, 0.1865], [-0.5486, 1.4683, -1.0005], [-0.2804, -0.2034, -0.9319], [-0.1527, -0.4920, -0.0174], [0.7624, -0.7876, -0.2071], [0.9446, 0.3677, -2.5332], [0.1769, 2.5230, -2.5572]],
  "smiles": "C1C[C@@H]2C[C@H]2S1",
  "charge": 0,
  "e_homo_ev": -8.40,
  "energy_ha": -593.35470,
  "orbital_gap_ev": 9.51
}

***

6.
{
  "formula": "C5H8S",
  "method": "ωB97M-V/def2-TZVPD",
  "symbols": ["S", "C", "C", "C", "C", "C", "H", "H", "H", "H", "H", "H", "H", "H"],
  "xyz": [[0.861, -2.493, -2.127], [1.191, -1.090, -1.230], [-0.120, -0.152, -1.250], [-0.117, 0.615, 0.067], [-0.067, -0.194, 1.501], [-1.094, 0.897, 1.146], [2.332, -0.712, -1.202], [-1.268, -0.270, -1.448], [0.316, 0.707, -2.054], [0.845, 1.200, 0.241], [0.962, 0.109, 2.221], [-0.523, -1.228, 1.448], [-1.112, 1.890, 1.683], [-2.205, 0.720, 1.005]],
  "forces_ev_per_angstrom": [[1.3373, 1.5379, 1.8580], [-1.9175, -1.5761, -4.0893], [1.7710, 4.2188, 0.1252], [3.4464, -0.2246, 2.8988], [0.6481, 1.0377, -0.2579], [-1.4827, 1.1895, 0.7425], [-3.0005, -0.5134, 0.6815], [2.5641, -1.4683, -0.3886], [-1.5750, -2.1970, 1.7049], [-1.5002, -0.1452, -0.8779], [-3.6116, -1.2772, -2.1772], [1.0951, 1.2046, 0.4720], [0.7133, -1.0443, -0.7163], [1.5124, -0.7423, 0.0240]],
  "smiles": "S=CCC1CC1",
  "charge": 0,
  "e_homo_ev": -8.50,
  "energy_ha": -593.31199,
  "orbital_gap_ev": 7.91
}

***

7.
{
  "formula": "C5H8S",
  "method": "ωB97M-V/def2-TZVPD",
  "symbols": ["C", "C", "C", "C", "C", "H", "H", "H", "H", "H", "H", "H", "H", "S"],
  "xyz": [[0.893, -0.713, 0.759], [-0.137, -0.063, -0.175], [-1.410, -0.098, 0.500], [0.280, 1.281, -0.493], [1.144, 2.203, -0.934], [0.831, -1.819, 0.851], [1.974, -0.427, 0.361], [0.648, -0.263, 1.807], [-1.841, -1.178, 0.457], [-2.133, 0.600, 0.013], [-1.506, -0.084, 1.581], [-0.832, -1.655, -1.442], [1.973, 2.838, -1.420], [0.117, -0.621, -1.865]],
  "forces_ev_per_angstrom": [[2.0318, 0.9798, 1.0466], [2.8400, 0.7336, 0.8754], [-4.8640, -2.5154, -0.5713], [7.6599, 8.5169, -2.8090], [-4.3025, -5.4705, 2.2135], [-0.2416, 0.7168, -0.3460], [-2.2235, -0.6786, 1.2119], [1.0862, -0.7809, -1.6908], [0.3767, 1.4393, -0.7389], [0.2646, -0.6930, 0.5908], [0.9523, 1.1650, 0.2009], [1.5403, 0.8809, -1.5951], [-2.1958, -1.1227, 1.1591], [-2.9244, -3.1711, 0.4529]],
  "charge": 0,
  "e_homo_ev": -9.01,
  "energy_ha": -593.32964,
  "orbital_gap_ev": 9.75
}

***

8.
{
  "formula": "C5H8S2",
  "method": "ωB97M-V/def2-TZVPD",
  "symbols": ["C", "C", "C", "S", "C", "C", "S", "H", "H", "H", "H", "H", "H", "H", "H"],
  "xyz": [[0.605, -0.998, -1.275], [-0.993, -0.721, -1.289], [-0.980, 0.511, -0.246], [-1.038, -0.288, 1.316], [0.824, -0.892, 1.113], [1.263, -0.241, -0.148], [0.683, 1.536, -0.362], [0.898, -0.527, -2.372], [1.066, -2.180, -1.174], [-1.255, -0.343, -2.251], [-1.903, -1.328, -0.843], [-1.839, 1.040, -0.229], [1.426, -0.495, 1.938], [0.754, -2.019, 1.043], [2.232, -0.057, -0.308]],
  "forces_ev_per_angstrom": [[0.5812, -2.3186, -3.3183], [0.1850, 1.4442, 2.4442], [2.4159, -1.6638, -0.9808], [2.2651, -0.5272, 1.3888], [-1.3921, 0.1553, 1.1733], [-3.4201, 0.5085, -1.0627], [-2.4224, -2.3592, 0.5222], [-0.2128, -1.4640, 2.9006], [-1.7437, 3.1581, -0.6533], [-0.2304, -0.0348, -0.7955], [2.5394, 0.3472, -1.1490], [-2.6420, 2.3084, -0.6006], [-0.4655, -0.5462, 0.1805], [0.4912, 1.3734, 0.1867], [4.0510, -0.3815, -0.2361]],
  "smiles": "C1C[C@H]2SC[C@@H]1S2",
  "charge": 0,
  "e_homo_ev": -8.44,
  "energy_ha": -991.59778,
  "orbital_gap_ev": 9.06
}

***

9.
{
  "formula": "C5H8S2",
  "method": "ωB97M-V/def2-TZVPD",
  "symbols": ["C", "C", "C", "C", "C", "S", "S", "H", "H", "H", "H", "H", "H", "H", "H"],
  "xyz": [[-2.109, -0.610, 0.723], [-0.785, -0.841, 0.634], [0.313, 1.561, -0.104], [1.497, -1.079, -0.612], [0.045, -0.553, -0.433], [-1.056, 2.095, 0.485], [1.788, 2.332, -0.473], [-2.719, -0.610, 1.593], [-2.737, -0.511, -0.049], [-0.290, -1.079, 1.570], [2.097, -0.271, -0.662], [1.609, -1.849, 0.283], [1.356, -1.626, -1.594], [-0.436, -0.402, -1.371], [1.428, 3.442, 0.008]],
  "forces_ev_per_angstrom": [[2.0236, -0.3431, 1.4946], [-1.0056, -0.7305, 2.2234], [-1.3970, -2.2416, 0.0272], [-4.8265, -4.6219, 1.0223], [2.3809, 2.2752, -1.1188], [0.0418, 1.0641, 0.0999], [0.6123, -2.4397, -0.8921], [0.2964, -0.3422, 1.2767], [-1.7123, 0.7329, -3.5220], [0.1795, 0.0012, 0.1259], [2.6430, 1.9731, -0.0668], [0.6361, 1.7053, -1.9913], [1.1551, 0.3541, 1.1424], [-0.5034, 0.1850, -0.6710], [-0.5238, 2.4281, 0.8498]],
  "charge": 0,
  "e_homo_ev": -8.02,
  "energy_ha": -991.53902,
  "orbital_gap_ev": 8.18
}

***

10.
{
  "formula": "C5H8S2",
  "method": "ωB97M-V/def2-TZVPD",
  "symbols": ["C", "C", "C", "C", "C", "S", "S", "H", "H", "H", "H", "H", "H", "H", "H"],
  "xyz": [[-2.330, 0.058, 0.519], [2.613, 0.579, -0.446], [1.279, -0.222, -0.094], [1.046, 1.129, -0.541], [-3.013, -1.303, 0.625], [-1.459, 1.390, 0.720], [-1.482, -1.313, -0.129], [3.378, 0.859, 0.274], [3.047, 0.348, -1.289], [1.082, -1.085, -0.823], [1.092, -0.468, 1.000], [0.952, 1.110, -1.707], [-3.037, -1.545, 1.694], [0.793, 1.959, 0.150], [-3.960, -1.497, 0.046]],
  "forces_ev_per_angstrom": [[1.8090, -1.4512, -0.5693], [-4.7687, 0.7284, 4.6406], [1.8075, -2.1217, 0.8292], [3.5969, 0.7536, -2.8200], [-3.0911, 1.9573, 1.3393], [-2.6015, 1.2921, 1.0343], [1.5901, -1.6851, -1.6290], [-0.8632, 0.1672, 0.5171], [1.7808, -1.2505, -4.6382], [0.1572, 1.3729, 1.3438], [0.3224, 0.2497, -1.5582], [-0.8086, 1.0597, 2.4357], [-0.3280, -0.5378, -0.3913], [0.3214, -0.8058, -1.2417], [1.0757, 0.2712, 0.7077]],
  "charge": 0,
  "e_homo_ev": -8.00,
  "energy_ha": -991.49214,
  "orbital_gap_ev": 7.55
}